Entry 1:
Formula: C8H14NS2
Source: the Open Molecules 2025 dataset
Level of theory: ωB97M-V/def2-TZVPD

Results
- energy relative to the best compared isomer or geometry (same formula, charge and spin) (kcal/mol) = 41.0
- SMILES string = CSC1=CSC=C(C)[N+]1(C)C
- HOMO (eV) = -12.1
- LUMO (eV) = -2.97
- total charge = +1

Element x y z (Å)
H (-0.0140, -0.9399, -2.2676)
H (1.0393, -1.6947, -1.0299)
H (-2.1816, -2.0915, -0.7082)
N (-0.1975, -0.3612, -0.0866)
C (0.7262, 0.7605, -0.1709)
C (-1.7236, -0.0424, -0.1451)
C (-2.7122, -1.1008, -0.5596)
H (4.5186, 1.1947, 0.2486)
C (-2.1308, 1.1668, 0.1851)
H (-3.4129, -1.0999, 0.2105)
C (3.4789, 1.2190, 0.4664)
H (1.1837, 2.7979, -0.0721)
C (0.0805, -1.2964, -1.2377)
H (-3.1901, 1.3445, -0.0117)
C (0.3981, 2.0471, 0.0042)
H (2.9168, 2.1082, 0.6905)
S (2.5418, 0.1778, -0.6752)
H (-0.7125, -2.0710, -1.1052)
H (3.3633, 0.5355, 1.3488)
C (0.0593, -1.0725, 1.2735)
H (0.2272, -0.2693, 1.9209)
H (-3.0965, -0.6912, -1.4882)
H (-0.8569, -1.5717, 1.7020)
S (-1.2176, 2.6485, 0.4566)
H (0.9122, -1.6980, 1.0509)

Cartesian forces (eV/Å) of the 6 atoms listed first:
H 0.05 0.81 0.57
H 0.81 -0.60 -0.22
H -1.68 1.13 0.33
N -1.95 -0.62 -0.19
C 2.14 0.79 -0.90
C 1.74 0.81 0.50

Entry 2:
Formula: C36H31AsN2PtS2
Source: the Open Molecules 2025 dataset
Level of theory: ωB97M-V/def2-TZVPD

Results
- energy relative to the best compared isomer or geometry (same formula, charge and spin) (kcal/mol) = 2.7
- HOMO (eV) = -14.7
- LUMO (eV) = -7.40
- total charge = +2

Element x y z (Å)
H (-2.6083, 1.5370, 3.9484)
C (-1.8764, 2.2473, 3.5873)
C (1.8779, -2.0799, 0.9897)
C (-0.3241, 1.4537, -2.2413)
H (-6.1377, -0.5076, 3.3001)
C (-5.1625, -0.8760, 3.0119)
C (0.0116, 4.0892, 2.6894)
C (-1.3971, 1.0341, -3.0103)
C (-4.8969, 1.4559, -1.5518)
C (-1.5012, 3.3149, 4.3940)
H (-5.7078, 0.8893, -1.9906)
H (1.9398, -2.9725, 0.3800)
C (-1.2964, 2.0977, 2.3333)
C (4.8455, -1.7535, -0.1381)
C (0.0933, 2.7600, -2.1639)
C (2.6241, 0.1896, 1.4965)
H (5.3780, -1.1897, 0.6299)
C (3.5630, -1.0199, -0.5614)
H (-5.5489, 3.3284, -2.3751)
C (-0.3367, 5.0755, -2.7829)
H (3.2691, 1.0317, 1.2871)
Pt (0.2817, -0.4029, 0.6071)
C (1.7469, 0.2373, 2.5604)
C (-3.7870, 3.5606, -1.1773)
H (-1.9477, 3.4275, 5.3728)
H (-3.7305, 4.6316, -1.3264)
C (-4.8093, 2.8279, -1.7636)
H (4.5178, 0.9414, -0.5195)
C (-3.0111, -0.5118, 2.0088)
C (-2.5448, 4.2422, -4.3654)
H (-5.5154, -2.8541, 3.7587)
S (-1.4611, -0.7048, -2.7078)
C (-4.8117, -2.1966, 3.2664)
C (-0.5650, 4.2345, 3.9465)
H (2.9906, 0.9131, -1.4133)
C (-2.1216, 1.9234, -3.7724)
H (3.0531, -1.6345, -1.3104)
H (1.6868, 1.1201, 3.1849)
C (2.6477, -0.9448, 0.6370)
H (0.7340, 4.8134, 2.3363)
C (-1.7472, 3.2641, -3.6814)
C (-0.3476, 3.0180, 1.8871)
C (1.0176, -2.0497, 2.1002)
H (0.4285, -2.9213, 2.3513)
H (-3.3149, -3.7170, 3.0499)
N (-3.2246, 5.0136, -4.8758)
C (-0.0099, -0.8213, 4.0667)
C (-0.6595, 3.6814, -2.8904)
H (0.5527, -0.4325, 4.9160)
H (4.4433, 0.1950, -2.1020)
H (0.1085, 2.9061, 0.9081)
C (-3.5730, -2.6814, 2.8735)
H (-0.8688, -0.1662, 3.9239)
H (-4.0638, -0.2449, -0.5515)
C (-3.9643, 0.8152, -0.7511)
H (5.5056, -1.8591, -0.9977)
H (-4.5604, 0.9886, 2.1480)
H (-2.0726, 3.5165, 0.0992)
S (0.2675, -0.1071, -1.6442)
C (-2.8437, 2.9261, -0.3797)
C (-4.2690, -0.0303, 2.3747)
H (-2.9559, 1.6248, -4.3912)
H (4.6335, -2.7492, 0.2517)
As (-1.8063, 0.6832, 1.1256)
H (-0.3754, -1.8148, 4.3170)
H (0.9404, 3.0806, -1.5726)
C (-2.9317, 1.5527, -0.1714)
C (0.8744, -0.8613, 2.8545)
H (-1.7119, -2.2206, 1.9089)
C (-2.6698, -1.8384, 2.2412)
C (3.8892, 0.3377, -1.1758)
H (-0.2844, 5.0693, 4.5745)
N (-0.0845, 6.1919, -2.6952)

Cartesian forces (eV/Å) of the 6 atoms listed first:
H -0.08 -0.01 -0.01
C 0.02 -0.04 -0.01
C -0.10 -0.05 0.02
C 0.03 -0.04 0.05
H 0.00 0.00 0.01
C 0.00 -0.01 0.00